{"formula": "C9H14N3O3", "method": "ωB97M-V/def2-TZVPD", "max_force_ev_per_a": 7.612, "total_charge": 1, "de_lowest_kcal_mol": 200.7, "gap_ha": 0.30599, "species": ["O", "O", "O", "N", "N", "N", "C", "C", "C", "C", "C", "C", "C", "C", "C", "H", "H", "H", "H", "H", "H", "H", "H", "H", "H", "H", "H", "H", "H"], "positions_angstrom": [[-0.8287, 2.7135, 2.8433], [-0.0965, -2.5908, -2.1003], [1.0976, 3.2582, 1.9068], [1.9975, 0.5122, 0.9440], [-0.2836, -0.1583, -0.5321], [0.0123, 2.7549, 1.9784], [-0.3806, -1.5477, 0.0441], [0.1448, -1.3471, -2.6563], [0.7462, -0.4202, -1.6271], [0.1402, 0.8325, 0.4350], [-0.5140, 1.9226, 0.8114], [2.1438, -1.0525, 2.9019], [-0.9182, -2.6389, -0.8706], [-1.7954, 2.5562, 0.3386], [2.0565, -0.3045, 1.9533], [0.5836, -1.7556, 0.3944], [-1.4893, 3.4070, -0.2747], [-0.8317, -3.6438, -0.4194], [-1.1100, 0.1727, -1.0335], [1.6708, -0.8082, -1.2331], [0.8884, 0.6582, -2.0738], [-1.0565, -1.5346, 0.9668], [-2.0828, -2.4971, -1.1586], [0.8632, -1.6335, -3.4967], [-2.4430, 2.0462, -0.4284], [-2.5503, 2.6175, 1.0862], [2.5077, -1.9097, 3.3623], [2.4629, 1.3138, 1.0279], [-0.9347, -0.9233, -3.0899]], "forces_ev_per_a": [[0.9, 0.9, 0.8], [-1.0, -1.9, 1.8], [-0.1, 0.3, 0.5], [-6.3, -3.1, -2.8], [1.4, -1.2, -0.4], [-0.8, -1.8, -1.2], [-3.6, -0.5, 2.7], [-2.1, -0.1, -1.5], [-0.1, 3.8, -2.2], [3.6, 0.6, 1.3], [-0.1, -0.4, -0.4], [0.1, 0.8, -1.2], [-1.0, 1.4, -2.6], [-0.4, -1.4, -2.4], [0.1, -1.1, 1.7], [1.4, -0.4, 0.4], [-0.3, 0.7, 0.9], [0.2, 0.7, -0.2], [-0.4, -0.2, 0.3], [0.1, 0.1, 0.5], [0.2, -2.2, 0.6], [0.9, 0.3, -1.1], [2.6, -0.1, 0.6], [-1.0, 1.2, 0.9], [1.2, -0.6, 0.3], [0.0, 1.1, 1.0], [0.1, -0.9, 1.0], [1.8, 4.6, 0.3], [2.7, -0.6, 0.8]]}

{"formula": "C18H12N5O4Rh", "method": "ωB97M-V/def2-TZVPD", "max_force_ev_per_a": 6.714, "gap_ha": [0.18795, 0.18939], "species": ["Rh", "O", "O", "O", "O", "N", "N", "N", "N", "N", "C", "C", "C", "C", "C", "C", "C", "C", "C", "C", "C", "C", "C", "C", "C", "C", "C", "C", "H", "H", "H", "H", "H", "H", "H", "H", "H", "H", "H", "H"], "positions_angstrom": [[0.1280, 0.1124, -0.4125], [-0.0213, -0.8944, 2.9326], [1.0818, -0.9993, 0.9679], [-2.8819, 0.6726, -3.1857], [3.3742, 2.6961, -0.6460], [-0.8344, 0.7936, -2.1094], [1.3898, 1.6209, -1.1543], [0.6266, 1.6721, 1.2982], [0.1983, -1.3287, 1.8006], [-1.1460, -1.6489, -1.1414], [-2.0800, -1.2195, -2.0007], [1.0655, 2.1543, -2.3523], [-2.9928, -3.4137, -2.2393], [0.1373, 1.7178, 2.5292], [0.0711, 3.2089, -4.7343], [2.2625, 2.3352, 3.4412], [2.7617, 2.3410, 2.1479], [-0.6770, 2.2684, -4.0702], [-3.0327, -2.0690, -2.5537], [1.9149, 1.9923, 1.1070], [-2.0015, -3.8607, -1.3776], [0.9221, 2.0459, 3.6313], [-0.2091, 1.7321, -2.8610], [1.3116, 3.6252, -4.2343], [-1.1132, -2.9413, -0.8377], [-2.0051, 0.1993, -2.4831], [1.8121, 3.1053, -3.0646], [2.3522, 2.1188, -0.3247], [0.4822, 2.0631, 4.6148], [-0.3040, 3.6370, -5.6519], [-1.6313, 1.9446, -4.4519], [-0.9185, 1.5137, 2.6422], [3.7831, 2.6040, 1.9203], [-3.7090, -4.1039, -2.6604], [-0.3433, -3.2575, -0.1457], [2.7707, 3.4070, -2.6716], [-3.7683, -1.6444, -3.2183], [-1.9149, -4.9079, -1.1299], [1.8847, 4.3578, -4.7834], [2.9025, 2.5644, 4.2809]], "forces_ev_per_a": [[-0.6, 2.6, -2.1], [2.7, 0.7, -1.8], [3.1, 2.2, 0.6], [0.4, -0.3, 0.3], [-0.3, -0.3, 0.1], [0.5, -1.2, 2.0], [0.2, -2.0, 1.3], [0.1, -0.9, -0.6], [-5.4, -3.6, 1.6], [0.0, 0.6, 0.1], [-0.4, -0.6, -0.2], [-1.5, 0.4, -1.5], [0.3, -0.1, 0.3], [-0.3, 0.2, 0.1], [0.3, 0.2, 0.0], [-0.3, -0.1, -0.1], [-0.2, -0.2, -0.4], [-0.1, -0.2, 0.2], [0.2, 0.4, 0.2], [0.5, 0.2, 0.4], [-0.2, 0.1, -0.2], [0.1, 0.2, -0.2], [1.5, 1.2, -0.7], [-0.3, -0.1, -0.2], [0.3, -0.2, 0.3], [-0.5, 0.3, 0.0], [0.0, 0.1, 0.5], [-0.1, 0.1, 0.2], [-0.1, -0.1, 0.1], [0.0, 0.0, -0.1], [0.0, 0.1, 0.0], [0.1, -0.2, 0.0], [0.0, 0.0, -0.1], [0.0, 0.0, 0.0], [0.0, 0.1, 0.1], [0.0, 0.0, -0.1], [0.0, 0.0, -0.1], [0.1, 0.0, 0.1], [0.1, 0.0, 0.0], [0.0, 0.0, 0.0]]}

{"formula": "C35H32BrCdClNO3PSSi", "method": "ωB97M-V/def2-TZVPD", "max_force_ev_per_a": 1.617, "total_charge": -2, "gap_ha": [0.13465, 0.17605], "species": ["Cd", "Br", "Cl", "S", "P", "Si", "O", "O", "O", "N", "C", "C", "C", "C", "C", "C", "C", "C", "C", "C", "C", "C", "C", "C", "C", "C", "C", "C", "C", "C", "C", "C", "C", "C", "C", "C", "C", "C", "C", "C", "C", "C", "C", "C", "C", "H", "H", "H", "H", "H", "H", "H", "H", "H", "H", "H", "H", "H", "H", "H", "H", "H", "H", "H", "H", "H", "H", "H", "H", "H", "H", "H", "H", "H", "H", "H", "H"], "positions_angstrom": [[-0.7396, -1.4223, -0.3596], [2.0700, -2.5295, 1.3410], [-2.4757, 4.4658, -5.0689], [-3.2674, -2.1416, 0.9566], [-1.3175, 0.5561, 1.6919], [4.2159, 0.9186, -1.1591], [-0.8212, 0.8986, -0.6880], [-2.0025, -1.2096, -2.2594], [-4.2653, -2.9513, 1.6843], [-1.9339, -2.7679, 0.7662], [0.5529, -4.3252, -3.4551], [5.4123, 0.4120, 0.2225], [1.0955, -2.1152, -1.7429], [-3.7013, 3.8165, 0.9792], [-2.4194, 2.0841, -3.7737], [-3.0295, 0.0373, 3.8950], [-1.1437, 1.6518, -1.7115], [0.2024, -3.0287, -3.8425], [0.4292, 1.0683, 2.0140], [-2.0130, 1.1690, -2.7644], [1.6315, -5.8635, -1.8714], [2.2287, -6.1254, -0.6549], [3.8685, 2.7673, -0.9458], [1.4255, -3.4841, -1.3085], [-3.0040, 2.6216, 0.8570], [-2.7232, 4.1587, 3.1456], [-2.4877, -0.1681, -2.8202], [-1.7347, -0.0969, 3.3870], [1.9591, -3.8261, -0.0678], [-2.4751, -1.2954, 5.8170], [2.7642, -0.1552, -1.1615], [-0.8460, -0.9131, 4.0871], [2.3762, -5.1098, 0.2753], [-2.1562, 2.1859, 1.8709], [-1.1425, 3.8729, -2.7699], [0.4848, -1.9514, -3.0508], [1.9742, -1.0537, -1.3943], [1.1937, -4.5693, -2.2207], [-3.3942, -0.5427, 5.0990], [5.1199, 0.7330, -2.8205], [-0.7361, 2.9917, -1.7660], [-1.2066, -1.4949, 5.2941], [-2.0177, 2.9740, 3.0134], [-3.5708, 4.5819, 2.1281], [-1.9835, 3.3859, -3.7648], [1.0524, 0.1833, 2.1435], [5.3171, -0.3222, -3.0225], [0.3634, -0.9442, -3.4216], [-2.7527, -1.7354, 6.7677], [3.0443, 3.0869, -1.5870], [-0.1084, 3.3504, -0.9561], [2.7815, -5.2985, 1.2590], [-0.4958, -2.1189, 5.8241], [2.5484, -7.1323, -0.4114], [-4.3466, 4.1517, 0.1766], [4.4864, 1.1031, -3.6300], [-1.3717, 2.6446, 3.8189], [-3.3518, -0.3188, -3.4961], [5.5144, -0.6748, 0.2578], [-2.6178, 4.7528, 4.0466], [-3.1137, 2.0148, -0.0336], [-4.1330, 5.5022, 2.2376], [0.1396, -1.1080, 3.6808], [-3.7595, 0.6116, 3.3360], [4.7472, 3.3628, -1.2067], [-3.0686, 1.7350, -4.5686], [-4.4039, -0.4196, 5.4732], [6.0709, 1.2708, -2.8634], [0.3607, -5.1665, -4.1109], [-0.2714, -2.8696, -4.8039], [0.5122, 1.7154, 2.8884], [1.4809, -6.6633, -2.5882], [0.7648, 1.5845, 1.1171], [5.0366, 0.7332, 1.1967], [6.4068, 0.8434, 0.0844], [3.5942, 3.0087, 0.0835], [-0.8234, 4.9069, -2.7746]], "forces_ev_per_a": [[-0.1, 1.0, -1.2], [0.0, -0.1, -0.1], [-0.1, 0.1, -0.1], [-0.1, -1.1, 0.5], [0.3, 0.1, 1.0], [0.5, 0.3, -0.1], [0.2, -0.1, -0.1], [-0.3, -0.2, 0.3], [0.0, 0.4, -0.2], [-0.5, -0.1, 0.3], [-0.1, 0.0, -0.1], [-0.2, -0.1, -0.1], [0.0, 0.0, 0.0], [0.0, 0.1, 0.1], [-0.1, 0.1, 0.0], [0.1, 0.1, 0.0], [0.2, 0.3, -0.1], [0.0, 0.0, -0.1], [-0.1, 0.0, -0.1], [-0.1, -0.4, 0.1], [0.0, 0.0, 0.0], [-0.1, -0.1, -0.1], [-0.2, -0.2, 0.0], [0.1, -0.1, -0.1], [0.0, -0.1, -0.1], [0.0, 0.0, 0.0], [0.0, 0.3, -0.2], [0.0, -0.1, -0.1], [0.1, 0.0, 0.2], [0.0, 0.0, 0.0], [0.1, 0.1, 0.0], [0.0, 0.1, 0.0], [0.0, 0.1, 0.0], [-0.1, -0.1, -0.2], [-0.1, 0.2, -0.2], [0.4, -0.2, -0.1], [0.3, 0.1, 0.1], [0.1, 0.0, 0.2], [0.0, 0.0, 0.0], [-0.2, -0.1, 0.1], [0.0, -0.3, 0.2], [0.0, 0.0, 0.1], [0.0, 0.0, 0.0], [0.0, 0.0, 0.0], [0.1, 0.0, 0.2], [0.0, 0.0, 0.0], [0.0, 0.0, 0.0], [-0.2, 0.0, 0.1], [0.0, 0.0, 0.0], [0.0, 0.0, 0.0], [0.0, 0.0, 0.0], [0.0, 0.0, 0.0], [0.0, 0.0, 0.0], [0.0, 0.0, 0.0], [0.0, 0.0, 0.0], [0.0, 0.0, 0.0], [0.0, 0.0, 0.0], [0.2, 0.0, -0.1], [0.0, 0.0, 0.0], [0.0, 0.0, 0.0], [0.0, 0.0, 0.0], [0.0, 0.0, 0.0], [0.0, 0.0, 0.0], [0.0, 0.0, 0.0], [0.1, -0.1, 0.0], [0.0, 0.0, 0.0], [0.0, 0.0, 0.0], [0.0, 0.1, 0.1], [0.0, 0.0, 0.0], [0.0, 0.0, 0.0], [0.0, 0.0, 0.0], [0.0, 0.0, 0.0], [0.0, 0.0, 0.0], [0.0, 0.0, 0.0], [0.0, 0.1, -0.1], [0.0, 0.0, 0.0], [0.0, 0.0, 0.0]]}